A 2-piece molecular cluster, C6H16S2 overall. Source: the OMol25 dataset; level of theory: the ωB97M-V functional and the def2-TZVPD basis.

```
24
Properties=species:S:1:pos:R:3:mulliken_charge:R:1
C 0.3235 2.1909 2.2346 -0.83
S 1.2865 0.7765 1.6546 -0.08
S 0.1626 -0.7368 2.4782 -0.04
C 1.4515 -1.9724 2.8689 -0.83
H -0.7321 1.9390 2.2460 0.25
H 0.7187 2.5448 3.1852 0.33
H 0.4739 2.9950 1.5112 0.31
H 2.4309 -1.4972 2.8784 0.30
H 1.2811 -2.3717 3.8662 0.30
H 1.4181 -2.7391 2.1005 0.26
C -1.8306 -0.2718 -0.2818 -1.17
C 0.6631 0.2428 -3.1914 -1.22
C -0.6882 0.2805 -2.4712 -0.37
C -0.7185 -0.6338 -1.2481 -0.08
H -1.6203 0.7019 0.1728 0.15
H -1.9637 -1.0182 0.4953 0.33
H -2.8037 -0.1617 -0.7727 0.39
H 0.5598 0.7132 -4.1699 0.36
H 1.0721 -0.7596 -3.3489 0.31
H 1.4183 0.7489 -2.5847 0.29
H -1.4647 -0.0052 -3.1851 0.31
H -0.8878 1.3095 -2.1565 0.28
H -0.7795 -1.6753 -1.5793 0.30
H 0.2288 -0.6000 -0.7024 0.17
```

Output
frontier orbital gap = 8.618 eV
SMILES string = CCCC.CSSC
total charge = 0
E_tot = -1034.56046 Ha
2S+1 = 1
E_HOMO = -7.966 eV

C25H20BF3O2S as an isolated structure at a distorted geometry. Source: the OMol25 dataset; level of theory: the ωB97M-V functional and the def2-TZVPD basis.

```
52
Properties=species:S:1:pos:R:3:mulliken_charge:R:1
C 1.6066 0.2790 -0.7506 -0.13
C 2.4378 -0.2051 0.2541 -0.61
C 3.1148 0.4619 1.2302 -0.35
C 3.3911 1.8492 1.3444 -0.36
C 3.0219 2.8811 0.5155 -0.72
C 2.3993 2.7739 -0.7764 -0.21
C 2.2784 1.4464 -1.4074 -0.30
H 1.0988 -0.3842 -1.4653 0.35
H 2.5722 -1.2858 0.2367 0.45
H 3.5016 -0.1368 2.0595 0.33
H 3.9303 2.1222 2.2738 0.28
H 3.3277 3.8831 0.8142 0.38
H 2.3926 3.6682 -1.4065 0.52
H 2.4451 1.4454 -2.4901 0.37
C -4.9382 -0.8009 2.0320 -1.25
C -3.8228 -1.0942 1.1201 0.61
C -3.8895 -1.5808 -0.1805 -0.88
C -2.6083 -1.9105 -0.7153 -0.67
C -1.5848 -1.7424 0.2257 0.32
B 0.9222 2.0302 -0.8613 1.60
C -0.2595 -2.1789 0.1796 1.42
C 0.4358 -2.2901 1.4100 -0.36
C 1.4537 -3.2201 1.5282 -1.16
C 1.8798 -3.8602 0.3638 0.33
C 2.9618 -4.8826 0.4498 0.83
F 2.6762 -5.9767 -0.3215 -0.27
F 4.1819 -4.3971 0.0354 -0.27
F 3.1431 -5.3660 1.7121 -0.29
C 1.3860 -3.5749 -0.9095 -1.23
C 0.3262 -2.7057 -0.9941 -0.30
O -0.0291 1.8499 -1.9660 -0.75
C -1.1596 2.4195 -1.5276 0.90
C -0.9666 2.7757 -0.1352 0.26
C -1.4868 3.9788 0.3420 -0.93
C -1.9794 4.8713 -0.6108 -0.52
C -2.2759 4.4280 -1.9214 -0.35
C -2.0360 3.1259 -2.3357 -1.03
O 0.1889 2.2573 0.3374 -0.75
S -2.1876 -0.8762 1.6202 -0.17
H -5.7784 -1.4782 1.8031 0.36
H -4.6126 -0.9747 3.0557 0.36
H -5.2761 0.2311 1.9804 0.26
H -4.8216 -1.7241 -0.6952 0.44
H -2.4476 -2.3207 -1.7133 0.40
H 0.2020 -1.6949 2.2865 0.30
H 1.9043 -3.4649 2.5012 0.39
H 1.7719 -4.0669 -1.8016 0.42
H -0.1343 -2.4608 -1.9473 0.45
H -1.3600 4.1814 1.4108 0.42
H -2.1852 5.8976 -0.3022 0.37
H -2.7284 5.1244 -2.6190 0.38
H -2.3836 2.6731 -3.2686 0.38
```

Output
frontier orbital gap = 5.843 eV
total charge = 0
E_tot = -1837.61614 Ha
2S+1 = 1
E_HOMO = -6.946 eV

An isolated ion of composition C11H14NO and charge +1 at a distorted geometry. Source: the OMol25 dataset; level of theory: the ωB97M-V functional and the def2-TZVPD basis.

```
27
Properties=species:S:1:pos:R:3:mulliken_charge:R:1
C 3.4634 1.1564 1.5098 -0.49
C 3.2812 -0.2290 1.6671 -0.67
C 2.4815 1.9076 0.8686 -0.73
C 2.1159 -0.7758 1.2181 -0.44
C 1.3652 1.2901 0.2940 0.30
C 1.1429 -0.0379 0.5693 0.50
C -1.0239 1.4207 -0.6678 -0.57
C -1.2355 0.1569 -0.5122 0.34
C 0.2639 2.2039 -0.3446 -0.72
C -1.9360 -1.6507 -2.0661 -0.91
C -2.7053 -1.7074 0.2255 -0.71
N -2.3308 -0.8095 -0.8380 0.01
O 0.0869 -0.7977 0.1584 -0.51
H 4.3156 1.6029 1.9427 0.43
H 4.0376 -0.6828 2.2753 0.37
H 2.6134 2.9914 0.7997 0.38
H 1.7897 -1.6906 1.4947 0.52
H -1.7187 2.1598 -1.0113 0.42
H 0.0810 2.8925 0.4789 0.42
H 0.7061 2.6041 -1.2087 0.41
H -1.0903 -2.3673 -1.8395 0.33
H -2.7441 -2.2733 -2.3884 0.44
H -1.8081 -1.0017 -2.8828 0.41
H -1.6956 -2.2555 0.4856 0.32
H -3.0272 -1.3461 1.1776 0.36
H -3.3298 -2.4854 -0.1128 0.37
H -3.0987 -0.2756 -1.2931 0.43
```

Output
frontier orbital gap = 8.199 eV
SMILES string = C[NH+](C)C1=CCc2ccccc2O1
total charge = +1
E_tot = -557.17442 Ha
2S+1 = 1
E_HOMO = -11.499 eV

A 2-piece molecular cluster, CH5OPS overall at a distorted geometry. Source: the OMol25 dataset; level of theory: the ωB97M-V functional and the def2-TZVPD basis.

```
9
Properties=species:S:1:pos:R:3:mulliken_charge:R:1
C 0.3156 -0.9235 -0.2942 -0.95
O 0.7202 2.3732 -0.2880 -0.40
P -0.5886 0.3201 0.7059 0.12
S -2.2644 0.4680 -0.4771 -0.21
H 0.5680 -0.4747 -1.2536 0.31
H -0.3044 -1.8085 -0.4417 0.33
H 1.2292 -1.2028 0.2288 0.31
H 0.8510 2.9661 0.4459 0.33
H -2.8486 1.3957 0.2810 0.15
```

Output
frontier orbital gap (spin up / spin down) = 7.872 / 7.307 eV
⟨S²⟩ = 2.01
total charge = 0
E_tot = -855.74823 Ha
2S+1 = 3
E_HOMO (spin up / spin down) = -6.988 / -9.718 eV

C4H10N2S2 in the gas phase at a distorted geometry. Source: the OMol25 dataset; level of theory: the ωB97M-V functional and the def2-TZVPD basis.

```
18
Properties=species:S:1:pos:R:3:mulliken_charge:R:1
C -1.1850 1.3353 -0.8656 -1.05
C -0.9446 0.4711 1.3671 -1.04
C 0.8941 0.3784 -0.1678 -0.90
C 1.5703 -0.8801 0.3528 0.20
H -0.9747 1.1769 -1.9434 0.28
H -0.7972 2.3469 -0.6362 0.36
H -2.2664 1.2981 -0.7606 0.36
H -2.0188 0.3243 1.4438 0.33
H -0.5122 -0.3945 1.9016 0.34
H -0.7349 1.4331 1.8005 0.34
H 1.1706 0.5313 -1.2145 0.48
H 1.3576 1.2195 0.3663 0.42
H 1.6033 -2.8210 0.1396 0.26
H -0.8099 -1.7240 -1.3898 0.17
N -0.5456 0.3189 -0.0128 0.08
N 1.2359 -1.9815 -0.2992 -0.21
S 2.5422 -0.8835 1.7056 -0.28
S 0.4153 -2.1492 -1.7872 -0.15
```

Output
frontier orbital gap = 9.040 eV
SMILES string = CN(C)CC(=S)NS
total charge = 0
E_tot = -1064.25763 Ha
2S+1 = 1
E_HOMO = -8.472 eV

A 5-piece molecular cluster, CH11O4S overall. Source: the OMol25 dataset; level of theory: the ωB97M-V functional and the def2-TZVPD basis.

```
17
Properties=species:S:1:pos:R:3:mulliken_charge:R:1
C -3.3321 -0.1893 0.3247 -0.89
S -2.1518 -0.5417 -1.0229 -0.96
H -3.4473 0.8811 0.4900 0.22
H -4.3324 -0.5801 0.1012 0.25
H -3.0336 -0.6658 1.2608 0.29
H -4.0338 1.2221 -2.7257 0.30
H -2.5922 1.0007 -2.8560 0.30
O -3.3191 1.4703 -3.3239 -0.66
H -0.2417 0.1390 0.0887 0.10
H 0.2551 1.0141 1.2558 0.42
O 0.5855 0.4151 0.5658 -0.91
H 5.6456 0.4137 1.4938 0.49
H 5.4269 -0.3710 2.7334 0.60
O 6.1262 0.1605 2.2968 -1.38
H 3.1457 -1.5098 2.1946 0.76
H 2.3661 -0.5376 1.1949 0.33
O 3.2487 -0.8074 1.5282 -1.27
```

Output
frontier orbital gap (spin up / spin down) = 2.286 / 6.966 eV
⟨S²⟩ = 0.75
total charge = -2
E_tot = -743.76999 Ha
2S+1 = 2
E_HOMO (spin up / spin down) = 3.550 / -1.166 eV